# 1
130
Properties=species:S:1:pos:R:3 method="wB97M-V/def2-TZVPD" lumo_energy_ha=0.0168 smiles="O=C1OC[C@@H](F)O1.CCOC(=O)OC.CCOC(=O)OC.CCOC(=O)OC.CCOC(=O)OC.CCOC(=O)OC.CCOC(=O)OC.CCOC(=O)OC.CCOC(=O)OC"
O 7.62 -15.34 0.36
C 6.66 -15.91 0.76
O 6.51 -17.24 0.83
C 5.14 -17.53 1.16
C 4.71 -16.20 1.84
F 4.96 -16.26 3.17
O 5.60 -15.26 1.26
H 4.52 -17.76 0.30
H 5.04 -18.30 1.92
H 3.66 -15.94 1.70
C 2.94 -22.51 -4.97
C 2.57 -21.16 -4.35
O 3.81 -20.59 -3.86
C 4.16 -20.81 -2.59
O 3.65 -21.60 -1.84
O 5.18 -20.04 -2.31
C 5.70 -20.12 -0.97
H 4.01 -22.63 -5.15
H 2.42 -22.68 -5.92
H 2.67 -23.38 -4.37
H 1.92 -21.25 -3.48
H 2.12 -20.58 -5.15
H 6.36 -20.99 -1.02
H 4.90 -20.27 -0.25
H 6.25 -19.22 -0.73
C 9.53 -14.76 -2.17
C 10.77 -14.59 -3.07
O 11.93 -14.77 -2.29
C 12.48 -13.84 -1.52
O 12.15 -12.69 -1.54
O 13.40 -14.42 -0.77
C 14.11 -13.60 0.15
H 9.32 -13.76 -1.78
H 9.58 -15.47 -1.35
H 8.72 -15.16 -2.79
H 10.70 -13.60 -3.53
H 10.86 -15.31 -3.88
H 13.61 -12.63 0.18
H 15.16 -13.48 -0.12
H 14.07 -14.05 1.14
C 6.20 -12.07 -2.38
C 5.95 -13.50 -1.85
O 4.58 -13.84 -2.12
C 3.64 -13.32 -1.35
O 3.77 -12.54 -0.47
O 2.42 -13.82 -1.66
C 2.22 -14.92 -2.55
H 5.69 -11.31 -1.78
H 5.90 -11.93 -3.42
H 7.27 -11.91 -2.25
H 6.17 -13.40 -0.79
H 6.54 -14.17 -2.46
H 2.20 -15.87 -2.02
H 3.04 -14.84 -3.27
H 1.31 -14.81 -3.13
C -0.56 -15.27 2.62
C 0.67 -15.63 1.83
O 0.39 -16.55 0.79
C 1.36 -17.10 0.09
O 2.54 -16.94 0.27
O 0.81 -17.75 -0.92
C 1.64 -18.69 -1.58
H -1.08 -16.20 2.84
H -1.29 -14.70 2.04
H -0.32 -14.70 3.51
H 1.40 -16.03 2.54
H 1.13 -14.76 1.34
H 1.12 -19.62 -1.76
H 2.50 -18.94 -0.96
H 1.96 -18.27 -2.53
C 9.03 -20.79 4.61
C 7.87 -20.62 3.63
O 7.20 -21.89 3.49
C 6.08 -21.86 2.77
O 5.58 -20.87 2.28
O 5.70 -23.10 2.53
C 4.53 -23.29 1.70
H 9.44 -19.79 4.74
H 9.67 -21.57 4.22
H 8.75 -21.17 5.59
H 8.35 -20.43 2.66
H 7.22 -19.79 3.89
H 4.80 -23.27 0.65
H 3.75 -22.58 1.94
H 4.22 -24.29 1.99
C 9.96 -13.22 0.86
C 8.67 -12.66 1.41
O 8.48 -11.36 0.81
C 7.24 -10.92 0.81
O 6.24 -11.48 1.14
O 7.30 -9.64 0.39
C 6.07 -8.98 0.21
H 10.25 -14.15 1.35
H 10.72 -12.47 1.09
H 9.89 -13.38 -0.22
H 8.64 -12.53 2.50
H 7.82 -13.32 1.24
H 6.27 -8.07 -0.36
H 5.63 -8.70 1.17
H 5.30 -9.48 -0.38
C 7.98 -15.96 4.41
C 9.33 -15.74 5.12
O 9.45 -16.74 6.12
C 10.43 -16.60 6.99
O 11.30 -15.77 6.97
O 10.27 -17.55 7.92
C 11.20 -17.66 8.96
H 8.02 -16.98 4.02
H 7.82 -15.19 3.65
H 7.15 -15.92 5.11
H 9.29 -14.72 5.50
H 10.18 -15.80 4.44
H 11.20 -18.63 9.46
H 11.05 -16.88 9.71
H 12.23 -17.55 8.61
C 3.08 -19.20 2.76
C 1.88 -19.42 3.64
O 1.51 -20.82 3.66
C 2.30 -21.67 4.29
O 3.23 -21.38 5.00
O 1.93 -22.90 3.89
C 2.51 -23.99 4.61
H 3.91 -19.83 3.09
H 3.36 -18.15 2.92
H 2.99 -19.22 1.67
H 1.01 -18.92 3.19
H 1.90 -19.04 4.66
H 3.28 -23.81 5.35
H 2.98 -24.58 3.80
H 1.79 -24.74 4.95

# 2
122
Properties=species:S:1:pos:R:3 method="wB97M-V/def2-TZVPD" total_charge=-1 lumo_energy_ha="0.0645 / 0.0633"
K 2.09 -0.69 -0.21
C -2.61 -3.60 -3.47
C -3.08 -2.23 -3.07
C -4.42 -1.93 -3.01
C -4.81 -0.66 -2.55
N -3.92 0.26 -2.26
N -2.63 -0.01 -2.33
B -1.64 1.08 -1.82
N -0.58 1.27 -2.96
N -1.16 1.10 -4.16
C -0.45 1.08 -5.25
C 0.96 1.17 -5.20
C 1.57 1.37 -4.00
C 3.06 1.41 -3.88
C 0.75 1.54 -2.83
S 1.42 2.05 -1.37
C -1.18 0.87 -6.57
C -2.69 0.77 -6.33
C -0.69 -0.44 -7.20
C -0.87 2.04 -7.51
N -2.28 2.45 -1.56
N -3.00 3.02 -2.59
C -3.05 4.33 -2.68
C -2.36 5.18 -1.80
C -1.79 4.62 -0.65
C -1.21 5.48 0.44
C -1.82 3.25 -0.52
S -1.37 2.51 0.99
C -3.88 4.91 -3.82
C -4.60 6.19 -3.36
C -4.94 3.91 -4.29
C -2.95 5.25 -4.99
C -2.14 -1.25 -2.66
S -0.49 -1.62 -2.51
C -6.26 -0.24 -2.37
C -6.63 0.71 -3.52
C -6.41 0.49 -1.03
C -7.20 -1.45 -2.39
H -3.44 -4.20 -3.83
H -2.15 -4.09 -2.61
H -1.84 -3.52 -4.24
H -5.15 -2.67 -3.29
H 1.56 1.06 -6.09
H 3.52 1.33 -4.86
H 3.41 0.59 -3.25
H 3.37 2.34 -3.40
H -2.92 -0.09 -5.70
H -3.21 0.68 -7.29
H -3.04 1.66 -5.81
H -0.82 -1.27 -6.50
H 0.37 -0.38 -7.47
H -1.25 -0.65 -8.11
H -1.22 2.98 -7.08
H -1.37 1.89 -8.47
H 0.20 2.13 -7.69
H -2.32 6.24 -1.96
H -1.15 6.52 0.11
H -0.22 5.13 0.72
H -1.84 5.44 1.34
H -5.12 6.02 -2.42
H -5.34 6.49 -4.11
H -3.90 7.02 -3.23
H -5.68 3.76 -3.50
H -4.48 2.95 -4.50
H -5.45 4.28 -5.18
H -2.17 5.95 -4.67
H -3.51 5.70 -5.81
H -2.46 4.34 -5.36
H -5.95 1.55 -3.52
H -7.66 1.07 -3.41
H -6.55 0.19 -4.48
H -5.73 1.34 -1.00
H -6.16 -0.17 -0.20
H -7.43 0.85 -0.90
H -7.22 -1.93 -3.37
H -8.22 -1.13 -2.15
H -6.90 -2.19 -1.64
C 4.99 -1.86 7.02
C 5.19 -1.01 5.76
N 4.01 -0.90 4.93
C 3.90 -1.72 3.82
C 3.01 -1.52 2.83
C 2.92 -2.37 1.57
O 3.68 -2.02 0.65
O 2.04 -3.25 1.53
C 2.13 -0.37 2.87
O 1.45 -0.02 1.90
C 2.10 0.33 4.14
C 1.12 1.30 4.36
C 1.09 1.98 5.55
F 0.09 2.86 5.77
C 2.05 1.79 6.54
C 3.04 0.84 6.31
C 3.06 0.08 5.14
N 2.10 2.49 7.78
C 1.59 3.85 7.85
C 2.23 4.54 9.04
N 1.90 3.78 10.28
C 2.38 2.37 10.17
C 1.73 1.72 8.96
H 5.90 -1.87 7.62
H 4.75 -2.89 6.74
H 4.17 -1.47 7.63
H 5.98 -1.45 5.16
H 5.52 -0.01 6.04
H 4.60 -2.54 3.80
H 0.39 1.48 3.58
H 3.79 0.71 7.09
H 0.50 3.89 7.97
H 1.83 4.38 6.93
H 1.87 5.56 9.16
H 3.32 4.54 8.93
H 0.86 3.75 10.36
H 2.29 4.25 11.15
H 2.14 1.86 11.11
H 3.46 2.40 10.04
H 0.64 1.69 9.11
H 2.08 0.70 8.85
O -0.65 -2.78 0.58
H 0.21 -3.01 0.97
H -0.53 -2.88 -0.37
Te -1.04 0.25 0.18

# 3
61
Properties=species:S:1:pos:R:3 method="wB97M-V/def2-TZVPD" total_charge=-1 lumo_energy_ha=0.0809
As -0.01 -0.09 0.28
F -1.68 0.37 0.51
F -0.01 0.51 -1.39
F 1.68 -0.50 0.09
F 0.10 -0.73 1.89
F -0.57 -1.67 -0.27
F 0.42 1.55 0.70
O 2.77 -0.39 -3.02
H 1.95 -0.74 -3.40
H 2.64 -0.45 -2.07
O 0.53 -1.89 -3.54
H 0.02 -2.52 -2.98
H 1.07 -2.45 -4.10
O -2.51 -0.41 -2.86
H -2.11 -0.17 -3.71
H -1.96 0.03 -2.21
O 1.79 1.75 3.33
H 1.16 1.02 3.23
H 2.65 1.36 3.12
O -1.50 1.99 3.27
H -2.22 2.06 2.62
H -0.83 2.60 2.95
O -3.23 2.97 -1.20
H -2.99 2.06 -1.42
H -2.50 3.50 -1.56
O 2.67 -3.91 0.01
H 3.05 -3.01 -0.03
H 3.34 -4.48 -0.38
O -3.87 2.26 1.75
H -3.47 2.18 0.87
H -4.33 1.42 1.89
O -0.38 0.69 -4.56
H -0.02 0.46 -3.70
H -0.44 1.66 -4.54
O 1.04 -0.97 4.57
H 0.14 -0.64 4.64
H 1.42 -0.83 5.44
O -4.12 -1.59 -0.03
H -3.97 -1.41 -0.97
H -4.39 -0.74 0.34
O -2.23 -1.93 2.67
H -1.52 -1.28 2.65
H -2.49 -2.03 1.75
O -0.89 -3.70 -1.81
H -0.77 -3.06 -1.07
H -1.76 -4.07 -1.63
O 2.63 4.04 1.59
H 2.15 3.32 2.03
H 3.09 3.61 0.86
O -0.17 3.43 -0.99
H -0.07 2.61 -0.46
H -0.14 4.13 -0.33
O 4.26 -1.68 0.42
H 3.52 -1.25 0.88
H 4.50 -2.42 1.00
O 1.69 -3.25 2.90
H 1.40 -3.50 2.02
H 1.26 -2.41 3.09
O 1.27 2.83 -3.42
H 2.19 2.73 -3.13
H 0.77 3.03 -2.60

# 4
9
Properties=species:S:1:pos:R:3 method="wB97M-V/def2-TZVPD" lumo_energy_ha="-0.0499 / -0.0870"
C 0.31 -0.22 0.50
C 0.30 -1.72 0.02
P -0.97 -0.74 -0.78
S -1.10 3.17 -0.02
I 2.09 0.80 -0.31
H 0.18 0.27 1.53
H 1.16 -2.02 -0.52
H 0.02 -2.55 0.72
H -1.99 3.02 -1.14

# 5
9
Properties=species:S:1:pos:R:3 method="wB97M-V/def2-TZVPD" lumo_energy_ha=0.0201
S 2.04 -1.05 -0.17
N 1.60 0.53 -0.51
C 0.48 1.03 -0.27
N -0.65 0.38 0.29
S -1.59 -0.85 -0.47
H 0.99 -1.64 0.48
H 0.33 2.06 -0.63
H -1.28 1.10 0.63
H -1.93 -1.56 0.65

# 6
103
Properties=species:S:1:pos:R:3 method="wB97M-V/def2-TZVPD" total_charge=+1 lumo_energy_ha="-0.0997 / -0.1673" multiplicity=2 s2=0.80
Pb 0.13 -0.38 -0.27
S 0.76 2.05 1.94
P -0.79 3.35 1.75
C -1.06 1.66 1.50
P -1.92 0.64 2.65
S -1.50 -1.26 2.21
C -1.60 0.98 4.40
C -2.46 1.78 5.15
C -2.17 2.06 6.47
C -1.02 1.56 7.06
C -0.15 0.77 6.31
C -0.44 0.48 4.99
C -3.67 1.00 2.40
C -4.10 1.97 1.50
C -5.46 2.20 1.31
C -6.39 1.46 2.03
C -5.97 0.48 2.92
C -4.62 0.25 3.10
C -0.97 4.37 0.32
C -0.68 5.74 0.40
C -0.79 6.52 -0.74
C -1.20 5.94 -1.94
C -1.50 4.59 -2.01
C -1.38 3.79 -0.88
C -1.14 4.29 3.23
C -2.35 4.97 3.30
C -2.67 5.70 4.43
C -1.76 5.75 5.49
C -0.55 5.08 5.41
C -0.23 4.34 4.28
H -3.36 2.18 4.70
H -2.86 2.67 7.05
H -0.79 1.79 8.09
H 0.75 0.37 6.77
H 0.23 -0.15 4.41
H -3.38 2.54 0.93
H -5.79 2.95 0.61
H -7.45 1.65 1.89
H -6.70 -0.10 3.47
H -4.29 -0.53 3.78
H -0.35 6.18 1.33
H -0.55 7.57 -0.70
H -1.28 6.56 -2.83
H -1.78 4.14 -2.95
H -1.55 2.72 -0.91
H -3.05 4.93 2.47
H -3.61 6.23 4.49
H -2.01 6.33 6.37
H 0.15 5.13 6.24
H 0.71 3.81 4.23
C -2.96 1.31 -2.37
C -1.76 0.90 -3.18
C -1.68 1.21 -4.57
C -0.56 0.84 -5.29
C 0.47 0.18 -4.65
C 0.36 -0.11 -3.27
N -0.79 0.27 -2.58
N 1.23 -0.77 -2.55
Si 2.87 -1.35 -2.96
C 2.53 -3.11 -3.47
C 3.85 -1.44 -1.37
C 3.73 -0.45 -4.33
H -3.05 2.39 -2.35
H -2.88 0.94 -1.34
H -3.87 0.92 -2.82
H -2.49 1.74 -5.04
H -0.49 1.07 -6.35
H 1.37 -0.12 -5.18
H 1.94 -3.63 -2.71
H 3.49 -3.64 -3.59
H 1.99 -3.18 -4.43
H 3.93 -2.48 -1.04
H 3.42 -0.82 -0.59
H 4.86 -1.06 -1.54
H 3.48 -0.87 -5.31
H 4.81 -0.54 -4.19
H 3.49 0.61 -4.32
N 1.32 -2.51 0.74
C 0.85 -3.75 0.18
C 1.52 -4.92 0.38
C 1.03 -6.14 -0.14
C -0.15 -6.17 -0.82
C -0.85 -4.97 -1.07
C -2.05 -4.94 -1.81
C -2.67 -3.76 -2.07
C -2.07 -2.58 -1.60
N -0.96 -2.55 -0.90
C -0.34 -3.74 -0.59
H 0.93 -2.37 1.67
H 2.33 -2.50 0.79
H 2.44 -4.91 0.96
H 1.58 -7.06 0.04
H -0.55 -7.10 -1.20
H -2.47 -5.88 -2.17
H -3.59 -3.70 -2.64
H -2.53 -1.62 -1.82
F 1.20 2.28 -0.83
P 2.36 2.83 -1.84
F 3.27 3.20 -0.58
F 2.99 1.31 -1.85
F 3.50 3.29 -2.86
F 1.68 4.28 -1.85
F 1.42 2.39 -3.11

# 7
8
Properties=species:S:1:pos:R:3 method="wB97M-V/def2-TZVPD" lumo_energy_ha="-0.0810 / -0.0620"
N 1.51 -0.37 0.45
N -1.85 -0.15 -0.22
O 1.36 -1.57 0.62
O 2.07 0.42 1.19
O -2.55 0.70 0.12
O -1.83 -1.31 -0.37
O 0.76 1.83 -0.73
S 0.54 0.45 -1.06

# 8
11
Properties=species:S:1:pos:R:3 method="wB97M-V/def2-TZVPD" total_charge=+1 lumo_energy_ha="-0.2489 / -0.2489" smiles="N/C(=[NH+]/O)[N+](=O)[O-]"
N 0.46 1.59 -0.07
C 0.08 0.36 -0.02
N 1.02 -0.89 -0.02
O 0.68 -2.18 0.07
N -1.36 0.05 0.04
O -2.07 1.02 0.08
O -1.67 -1.11 0.05
H -0.30 2.28 -0.07
H 1.42 1.92 -0.11
H 2.02 -0.73 -0.01
H -0.30 -2.31 0.05